No. 1
Below is a structure of composition C25H20I2KN4O, with properties calculated with ωB97M-V/def2-TZVPD.

Last column: Löwdin charge in e.
Element x y z (Å)
K  1.27772  0.44955  0.08736  0.746
I  1.85400  -6.34651  5.18594  0.766
C  1.87820  -4.73037  3.85394  -0.764
C  2.30482  -3.48653  4.29051  -0.259
C  2.30966  -2.43704  3.38984  -0.638
I  2.92494  -0.53952  4.02111  0.853
C  1.90297  -2.55199  2.03337  -0.493
O  1.90962  -1.57049  1.21733  -0.321
C  1.47386  -3.85963  1.64380  -0.152
C  1.06737  -4.05397  0.21130  -0.190
N  -0.08214  -3.22927  -0.16062  -0.041
C  -0.27525  -3.22285  -1.59687  -0.192
C  -1.14846  -2.08529  -2.06117  -0.262
C  -2.16863  -2.29362  -2.98255  -0.035
C  -2.88318  -1.20498  -3.45340  -0.079
C  -2.55474  0.05989  -2.99706  -0.062
C  -1.52840  0.17777  -2.07216  -0.133
N  -0.84945  -0.86795  -1.60306  0.099
C  1.46200  -4.91033  2.53986  -0.135
H  2.62504  -3.33417  5.31162  0.071
H  0.81856  -5.10580  0.03911  0.114
H  1.93234  -3.81170  -0.43001  0.122
H  0.13165  -2.28294  0.13632  0.063
H  -0.71892  -4.17106  -1.91479  0.113
H  0.68480  -3.12874  -2.13717  0.126
H  -2.39191  -3.29720  -3.32111  0.104
H  -3.68079  -1.34347  -4.17341  0.100
H  -3.06947  0.94240  -3.35144  0.100
H  -1.20426  1.14754  -1.71132  0.068
H  1.12524  -5.88511  2.20691  0.091
C  -3.58272  3.12654  2.80503  -0.105
C  -3.21030  1.87485  2.33782  -0.087
C  -2.15618  1.75517  1.44340  -0.030
C  -1.47388  2.88304  1.00646  -0.250
C  -1.84715  4.13962  1.47424  -0.035
C  -2.89552  4.25624  2.36980  -0.096
N  -0.39346  2.64501  0.10031  -0.024
N  0.07980  3.66955  -0.41407  0.057
C  1.13729  3.50306  -1.34707  -0.348
C  1.85042  4.69281  -1.56397  -0.077
C  2.89776  4.71613  -2.46151  -0.133
C  3.21376  3.54458  -3.14894  -0.129
C  2.48860  2.38218  -2.91090  -0.187
C  1.40203  2.29271  -2.02096  -0.150
H  -4.39876  3.22330  3.50976  0.094
H  -3.73502  0.98894  2.67141  0.101
H  -1.85538  0.78487  1.06388  0.105
H  -1.30404  5.00679  1.12395  0.099
H  -3.18037  5.23510  2.73571  0.096
H  1.57349  5.58538  -1.01004  0.091
H  3.45673  5.62873  -2.63078  0.084
H  4.02474  3.54865  -3.87181  0.084
H  2.78098  1.49010  -3.46390  0.064

The total energy comes out at -66784.5697 eV. Its gap between HOMO and LUMO is 6.6 eV. The lowest unoccupied orbital energy is 2.29 eV. Its charge is -1. The HOMO energy comes out at -4.28 eV.

No. 2
Below is a structure of composition C25H20IrN5 in a non-equilibrium geometry, with properties calculated with ωB97M-V/def2-TZVPD.

Last column: Löwdin spin population.
Element x y z (Å)
Ir  0.91472  -0.67584  0.44419  2.048
C  -1.09306  1.02825  3.26432  0.009
C  0.19937  1.16202  2.52611  0.080
C  1.19811  0.15715  2.62570  0.034
C  2.44814  0.31411  1.98855  0.033
C  2.70316  1.49839  1.26304  0.117
C  1.73825  2.50007  1.20002  0.060
C  0.50532  2.33106  1.81749  0.084
H  -1.08729  1.70453  4.12369  0.004
H  -1.24312  0.01925  3.64672  0.001
H  -1.94281  1.31342  2.64290  0.001
H  1.05223  -0.66180  3.32008  0.003
H  3.24675  -0.39185  2.19075  0.008
H  3.67273  1.64845  0.80481  0.005
H  1.96286  3.42717  0.68863  0.001
H  -0.22686  3.12908  1.78252  0.002
C  -0.98660  -3.63062  2.92959  0.170
C  -2.34761  -3.34979  2.93838  -0.001
C  -2.80963  -2.34945  2.11194  0.188
C  -1.91935  -1.62474  1.25872  0.048
N  -0.55495  -1.87639  1.33455  0.137
C  -0.13940  -2.86309  2.12979  0.132
N  -2.48428  -0.80020  0.42166  0.199
C  -1.84896  -0.15760  -0.59618  0.019
N  -0.49094  -0.03812  -0.79617  0.175
C  -0.27350  0.61892  -1.98705  0.019
N  0.92054  0.88171  -2.58448  0.191
C  2.06727  0.37084  -2.24116  0.049
C  3.15748  0.65142  -3.12698  0.194
C  4.38770  0.05527  -2.95627  0.006
C  4.54902  -0.81429  -1.88531  0.168
C  3.48660  -1.00927  -1.00097  0.141
N  2.28542  -0.44248  -1.13476  0.122
C  -1.51291  0.95610  -2.53633  0.003
C  -1.87191  1.62264  -3.72426  0.184
C  -3.23887  1.78634  -4.00167  0.064
C  -4.21639  1.30357  -3.13831  0.054
C  -3.87745  0.63200  -1.95518  0.185
C  -2.50808  0.46363  -1.65733  0.006
H  -0.56055  -4.41903  3.53467  0.006
H  -3.02924  -3.90878  3.56574  -0.003
H  -3.85849  -2.09632  2.04205  0.006
H  0.92791  -3.05687  2.14666  0.012
H  2.94963  1.32016  -3.95066  0.006
H  5.19903  0.25270  -3.64434  -0.003
H  5.48011  -1.33344  -1.70404  0.006
H  3.62750  -1.65052  -0.13851  0.011
H  -1.11925  2.00207  -4.40306  0.006
H  -3.53222  2.29813  -4.90846  0.001
H  -5.26103  1.44426  -3.38137  0.000
H  -4.64508  0.25778  -1.29043  0.006

The spin multiplicity is 6. The total energy comes out at -36507.6589 eV. Its gap between HOMO and LUMO (alpha / beta) is 4.7 / 4.8 eV. The lowest unoccupied orbital energy (alpha / beta) is -11.26 / -13.15 eV. The expectation value of S² is 8.92. Its charge is +3. The HOMO energy (alpha / beta) comes out at -15.92 / -17.96 eV.

No. 3
Below is a structure of composition C25H20N4ORu, with properties calculated with ωB97M-V/def2-TZVPD.

Last column: Löwdin spin population.
Element x y z (Å)
Ru  -0.06980  -0.21069  0.61156  2.760
C  -1.19843  3.77802  -0.71950  0.013
C  -1.10962  2.36187  -0.28817  0.084
N  -0.00559  1.75254  -0.00623  0.045
N  1.22425  2.32894  -0.16514  0.038
C  2.14669  1.42553  0.03840  0.003
O  1.82588  0.16370  0.34842  0.225
C  3.56527  1.73582  -0.09098  0.002
C  4.51815  0.73040  0.09290  -0.001
C  5.86195  1.02355  -0.05430  0.001
C  6.25470  2.31471  -0.38301  -0.003
C  5.30997  3.31910  -0.56026  0.001
C  3.96584  3.03523  -0.41559  -0.003
C  -2.30053  1.48610  -0.19237  0.017
C  -3.57778  1.93744  -0.45174  0.010
C  -4.64133  1.04113  -0.38890  0.019
C  -4.39762  -0.28230  -0.07089  0.011
C  -3.09510  -0.68078  0.17876  0.024
N  -2.06913  0.17683  0.12282  0.059
H  -0.21254  4.23100  -0.72031  0.000
H  -1.85684  4.33687  -0.05146  0.003
H  -1.62031  3.83892  -1.72538  0.005
H  4.20318  -0.27228  0.34310  0.000
H  6.60379  0.24946  0.08269  0.000
H  7.30566  2.54020  -0.50588  0.000
H  5.62706  4.32056  -0.81507  0.000
H  3.22535  3.80972  -0.55761  0.000
H  -3.74347  2.97440  -0.70518  0.000
H  -5.64727  1.38028  -0.59611  0.001
H  -5.19536  -1.00872  -0.01756  0.001
H  -2.84799  -1.70429  0.42465  0.001
C  -0.03536  -0.11052  5.10057  0.019
C  -0.03509  -1.46883  5.37854  0.006
C  -0.04369  -2.38577  4.33738  0.017
C  -0.05968  -1.92660  3.03103  0.016
N  -0.06880  -0.59880  2.77843  0.151
C  -0.04822  0.28724  3.77831  0.023
C  -0.04284  -2.79575  1.82928  0.107
C  -0.03435  -4.17557  1.89582  0.000
C  0.01892  -4.93037  0.72531  0.131
C  0.07228  -4.31995  -0.53155  0.000
C  0.06877  -2.94787  -0.62633  0.090
C  -0.00836  -2.16049  0.54367  0.109
H  -0.02132  0.62950  5.88717  0.001
H  -0.02220  -1.81567  6.40298  0.000
H  -0.02836  -3.44402  4.54975  0.001
H  -0.03701  1.33383  3.49991  0.003
H  -0.06130  -4.69530  2.84326  -0.001
H  0.03095  -6.00987  0.79433  0.006
H  0.12570  -4.93092  -1.42229  -0.002
H  0.12754  -2.46882  -1.59635  0.007

The spin multiplicity is 5. The total energy comes out at -36822.8346 eV. Its gap between HOMO and LUMO (alpha / beta) is 7.0 / 4.8 eV. The lowest unoccupied orbital energy (alpha / beta) is -6.98 / -9.11 eV. The expectation value of S² is 6.05. Its charge is +2. The HOMO energy (alpha / beta) comes out at -13.99 / -13.92 eV.

No. 4
Below is the molecule C25H20N6O6 in a non-equilibrium geometry, with properties calculated with ωB97M-V/def2-TZVPD.

Last column: Löwdin charge in e.
Element x y z (Å)
N  5.55532  2.16617  3.28041  0.156
C  4.51603  1.98754  2.76549  -0.171
C  3.25478  1.75952  2.13052  -0.224
C  2.31502  0.90129  2.70671  0.002
C  1.14811  0.57712  2.01757  -0.002
C  1.01598  1.05803  0.72692  -0.194
C  0.00882  0.53578  -0.22587  -0.173
C  -1.26063  -0.22851  0.50282  0.015
N  -2.35264  0.48739  0.72677  0.021
C  -2.50328  1.94736  0.53365  -0.088
C  -3.91557  2.28123  1.04860  -0.141
C  -4.68629  0.98293  1.07452  -0.146
C  -3.65109  -0.14490  1.05479  -0.094
C  -1.11759  -1.57788  1.05799  -0.158
C  -0.57486  -2.65848  0.32598  -0.015
C  -0.30120  -3.85622  0.95414  -0.047
C  -0.64771  -4.05864  2.28599  -0.045
C  -1.30289  -3.04981  2.99613  -0.054
C  -1.52922  -1.81814  2.39283  -0.051
C  1.86009  2.03413  0.20318  -0.007
C  3.00507  2.36154  0.89188  0.000
H  2.48410  0.47241  3.69495  0.128
H  0.39588  -0.07334  2.47185  0.110
H  -0.56133  1.26873  -0.76615  0.112
H  -1.70118  2.49045  1.04973  0.140
H  -2.41634  2.16817  -0.53801  0.122
H  -3.81112  2.70528  2.04614  0.115
H  -4.36037  3.03246  0.40107  0.119
H  -5.30868  0.90800  1.96144  0.116
H  -5.32263  0.88656  0.19807  0.118
H  -3.90451  -0.93436  0.32532  0.151
H  -3.62610  -0.63399  2.04004  0.109
H  -0.40111  -2.54041  -0.74581  0.125
H  0.19244  -4.63573  0.38109  0.122
H  -0.40546  -5.00076  2.77581  0.115
H  -1.63704  -3.21168  4.02017  0.113
H  -1.97736  -1.01791  2.99025  0.118
H  1.63386  2.45758  -0.77485  0.140
H  3.69715  3.08712  0.47204  0.131
O  2.63835  0.39669  -6.30554  0.042
N  3.10638  0.06018  -5.20182  -0.332
O  4.29545  -0.33200  -5.07458  0.000
C  2.32659  0.08911  -3.95267  -0.106
C  2.93346  -0.22998  -2.72724  0.070
C  2.22578  -0.30104  -1.53303  -0.077
N  2.80379  -1.06143  -0.44072  -0.332
O  4.03925  -1.08483  -0.30777  0.044
O  2.05454  -1.67203  0.34782  0.017
C  0.65184  -0.11423  -1.30824  -0.160
C  0.23451  0.37415  -2.67259  -0.033
N  -1.10660  0.46951  -2.96317  -0.174
O  -2.14648  0.55643  -2.30481  0.001
O  -1.20385  0.50635  -4.37235  0.018
N  0.05971  0.45773  -4.96296  0.158
C  0.91403  0.35596  -3.89718  -0.159
H  4.00144  -0.48219  -2.76753  0.140
H  0.36540  -1.10443  -1.00980  0.097

The total energy comes out at -47461.5973 eV. Its gap between HOMO and LUMO is 5.5 eV. The lowest unoccupied orbital energy is -1.94 eV. Its charge is 0. The HOMO energy comes out at -7.43 eV.

No. 5
Below is a structure of composition C25H21BrHfN4O in a non-equilibrium geometry, with properties calculated with ωB97M-V/def2-TZVPD.

Last column: Löwdin charge in e.
Element x y z (Å)
Hf  -0.41710  0.56908  -0.17522  1.877
C  -2.54541  -1.51915  3.12011  0.004
C  -2.21027  -0.79801  1.89430  -0.190
N  -0.97277  -0.86846  1.23573  -0.130
N  0.10345  -1.35613  1.99634  0.081
C  1.02899  -0.34306  2.09427  -0.391
O  0.87295  0.84508  1.55737  -0.185
C  2.33347  -0.71783  2.74310  -0.162
C  3.46748  0.10063  2.66946  -0.041
C  4.73703  -0.32385  3.07462  -0.067
C  4.89107  -1.59653  3.58051  -0.037
C  3.74572  -2.43387  3.68967  -0.044
C  2.49472  -2.00128  3.32275  -0.022
C  -3.10315  0.16956  1.33042  -0.182
C  -4.51304  0.15005  1.41304  0.034
C  -5.28136  1.04478  0.67900  0.057
C  -4.60075  2.03113  -0.18761  0.030
C  -3.21244  2.11708  -0.02270  -0.124
N  -2.43618  1.14948  0.55652  -0.062
H  -1.70020  -2.24544  3.37481  0.119
H  -3.52544  -2.05513  2.94994  0.120
H  -2.71355  -0.83462  4.02064  0.148
H  3.28795  1.14456  2.22602  0.145
H  5.60392  0.34869  2.99392  0.122
H  5.83717  -1.90683  4.00537  0.117
H  3.89953  -3.35371  4.19818  0.103
H  1.58296  -2.53929  3.59193  0.115
H  -4.92562  -0.49675  2.21691  0.143
H  -6.37095  1.03921  0.70074  0.134
H  -5.02323  2.67401  -0.92214  0.115
H  -2.69957  2.95770  -0.56161  0.144
C  3.78004  -0.60145  -2.59191  -0.034
C  3.73277  -0.30042  -1.22338  -0.057
C  2.51507  -0.13918  -0.63632  -0.127
C  1.23834  -0.32276  -1.31702  -0.290
C  1.36891  -0.70737  -2.65742  -0.167
C  2.59618  -0.71056  -3.31695  -0.075
H  4.72885  -0.59770  -3.14906  0.126
H  4.57893  -0.13122  -0.56349  0.120
H  2.49717  0.22098  0.39387  0.041
H  0.40772  -0.86149  -3.22659  0.107
H  2.58986  -0.79821  -4.42570  0.126
Br  -4.55379  0.35254  -4.11962  0.834
C  -2.77194  0.95183  -3.82620  -0.629
C  -1.88150  1.28456  -4.82312  -0.031
C  -0.56712  1.63097  -4.46524  -0.006
C  -0.24599  1.75573  -3.13682  -0.114
N  -1.10142  1.35383  -2.15440  -0.114
C  -2.30344  0.87053  -2.51772  -0.205
H  -2.18519  1.22317  -5.90685  0.156
H  0.17367  1.99006  -5.19507  0.145
H  0.71472  2.13167  -2.74460  0.142
H  -2.94725  0.45339  -1.76278  0.083

The total energy comes out at -105606.3605 eV. Its gap between HOMO and LUMO is 5.4 eV. The lowest unoccupied orbital energy is -8.42 eV. Its charge is +2. The HOMO energy comes out at -13.77 eV.

No. 6
Below is a structure of composition C25H21BrN6O3OsS, with properties calculated with ωB97M-V/def2-TZVPD.

Last column: Löwdin spin population.
Element x y z (Å)
Os  0.40055  0.21832  -0.24368  2.872
Br  -0.87623  -2.28654  -7.10424  -0.004
C  -0.22066  -1.69890  -5.43087  0.011
C  1.04205  -2.10209  -5.01309  0.126
C  1.50651  -1.66981  -3.77733  0.006
C  0.73285  -0.85237  -2.98024  0.102
O  1.26025  -0.45831  -1.78735  0.297
C  -0.55018  -0.42558  -3.39193  0.045
C  -1.40619  0.38784  -2.62547  0.411
N  -1.13234  0.87162  -1.35445  0.195
C  -2.02748  1.71349  -0.73331  0.009
C  -3.04659  2.43390  -1.33007  0.091
C  -3.91068  3.21678  -0.54172  -0.006
C  -3.79211  3.28894  0.82001  0.079
C  -2.75919  2.56563  1.46461  -0.002
C  -2.55136  2.54145  2.85629  0.038
C  -1.53118  1.79170  3.38812  -0.006
C  -0.69218  1.07485  2.53603  0.046
N  -0.85678  1.08438  1.22094  0.006
C  -1.88096  1.80179  0.67604  0.008
C  -1.00443  -0.88326  -4.64873  0.105
H  1.64997  -2.73876  -5.63900  0.007
H  2.48375  -1.96510  -3.41914  -0.002
H  -2.41748  0.53416  -2.97904  0.023
H  -3.17832  2.41693  -2.40180  0.009
H  -4.69443  3.77349  -1.03799  -0.002
H  -4.47313  3.88532  1.41153  0.004
H  -3.20577  3.11578  3.50022  0.002
H  -1.35610  1.75551  4.45348  -0.001
H  0.13900  0.49709  2.91420  0.003
H  -1.98687  -0.58697  -4.99134  0.003
O  1.32370  2.33148  -0.24353  0.188
N  2.50837  2.52799  0.30310  0.018
C  3.07889  3.74228  0.13107  0.002
C  4.29780  4.02884  0.68170  0.009
C  4.95551  3.04800  1.42350  -0.004
C  4.36500  1.81634  1.57921  0.008
C  3.11972  1.54974  1.00849  0.010
S  2.34711  0.00371  1.14756  0.126
H  2.48732  4.42324  -0.46064  0.001
H  4.72720  5.00724  0.52702  0.001
H  5.92134  3.24815  1.86538  0.000
H  4.84764  1.02512  2.13437  0.001
C  -0.22794  -5.16699  2.73564  0.001
N  -0.40233  -4.04333  1.83860  0.003
C  -1.22429  -4.05219  0.64310  0.003
C  -0.94345  -2.66380  0.08013  0.006
O  -1.42042  -2.18829  -0.92109  0.024
N  -0.05112  -2.01813  0.91526  0.117
C  0.24670  -2.87338  1.89724  0.012
N  1.10268  -2.58733  2.88399  0.001
H  -1.05775  -5.85451  2.59408  0.000
H  -0.25161  -4.83786  3.77521  0.000
H  0.70262  -5.70470  2.54102  0.000
H  -2.28461  -4.17312  0.86904  0.000
H  -0.91844  -4.82175  -0.06759  0.000
H  1.67261  -1.76022  2.79644  0.001
H  1.41344  -3.30785  3.51106  0.000

The spin multiplicity is 6. The total energy comes out at -124687.0907 eV. Its gap between HOMO and LUMO (alpha / beta) is 5.3 / 6.0 eV. The lowest unoccupied orbital energy (alpha / beta) is -2.91 / -4.40 eV. The expectation value of S² is 8.82. Its charge is +1. The HOMO energy (alpha / beta) comes out at -8.24 / -10.39 eV.